1.
Molecular formula: C29H53ClN6O5Pb
Method: DFT, ωB97M-V/def2-TZVPD

Values from the calculation:
LUMO level ... -0.0025 Eh
Total energy ... -67866.6187 eV
E_HOMO ... -0.209 hartree
Orbital gap ... 5.6 eV

Geometry as ORCA input:
```
! wB97M-V def2-TZVPD RIJCOSX def2/J DEFGRID3
* xyz 0 1
Pb 0.5123 0.1495 -0.5192
Cl 0.2788 0.0855 -4.7462
O -0.7033 1.1500 -4.7975
O 1.5086 0.6229 -5.3020
O 0.5613 -0.1137 -3.3453
O -0.2276 -1.1922 -5.3177
C -0.7753 2.8291 1.7243
C 0.5878 2.7178 2.5598
C 0.0762 1.9503 3.8502
C 1.2184 1.4544 4.7639
C 2.3079 0.7399 4.0134
C 2.8088 1.4605 2.7670
N 1.6104 1.7929 1.9161
O 1.9352 2.1473 0.5833
C 3.6406 0.3999 2.0917
C 3.7104 2.6252 3.2077
C 1.0226 4.1121 2.9499
H -1.0964 1.8429 1.3890
H -0.5711 3.4549 0.8555
H -1.7085 3.1269 2.2023
H -0.6892 1.1752 3.8127
H -0.2789 2.7943 4.4415
H 0.7640 0.8843 5.5743
H 1.6991 2.2251 5.3665
H 1.7154 -0.1153 3.6884
H 3.0887 0.4601 4.7206
H 4.3280 -0.1134 2.7642
H 4.0390 0.8415 1.1782
H 2.9908 -0.3121 1.5829
H 3.7619 3.3721 2.4155
H 4.7117 2.3390 3.5294
H 3.2326 3.2038 3.9983
H 1.7117 4.6431 2.2931
H 1.1788 4.1900 4.0258
H 0.1407 4.7517 2.9163
C -3.9465 -1.2740 4.8602
C -2.5418 -1.0061 4.4119
C -1.6856 -2.1065 3.7052
C -0.7857 -1.6396 2.6524
N -0.0148 -1.2228 1.8455
H -3.9921 -2.0979 5.5724
H -4.3565 -1.6308 3.9154
H -4.4021 -0.3245 5.1410
H -1.9433 -0.5540 5.2027
H -2.4896 -0.1437 3.7473
H -2.3726 -2.6777 3.0808
H -1.2579 -2.8268 4.4026
C -3.6118 -0.6424 -3.8142
C -4.5015 -1.1516 -2.6807
C -4.6468 -0.1264 -1.5180
C -3.3376 0.1973 -0.8980
N -2.2576 0.4321 -0.4923
H -2.6403 -0.9654 -3.4401
H -3.5227 0.4401 -3.9062
H -3.6956 -1.1348 -4.7830
H -4.3121 -2.1435 -2.2704
H -5.4981 -1.3529 -3.0737
H -5.2566 -0.6492 -0.7811
H -4.9616 0.9001 -1.7058
C -4.1630 4.3386 -0.8102
C -3.2200 4.6891 -1.9677
C -2.8735 3.4697 -2.8766
C -1.5419 2.9458 -2.3291
N -0.5452 2.5759 -1.9135
H -4.4737 3.2997 -0.6993
H -5.0315 4.9937 -0.7413
H -3.5949 4.3364 0.1199
H -2.3696 5.2944 -1.6538
H -3.7200 5.4778 -2.5298
H -2.5755 3.8185 -3.8653
H -3.6633 2.7349 -3.0325
C 1.2638 -4.7910 -3.3887
C -0.2219 -5.3256 -3.1127
C -0.9385 -4.8038 -1.9322
C -0.6242 -3.3978 -1.5289
N -0.3406 -2.3039 -1.1765
H 1.8081 -5.2073 -2.5411
H 1.3598 -3.7278 -3.6086
H 1.6141 -5.2905 -4.2920
H -0.2903 -6.4132 -3.1347
H -0.7598 -5.1237 -4.0391
H -1.1178 -5.4105 -1.0446
H -1.9958 -4.7016 -2.1766
C 6.9383 -3.2170 -2.1490
C 5.5054 -3.0995 -2.6272
C 4.9889 -1.6975 -2.6342
C 3.9027 -1.3087 -1.7306
N 3.0339 -0.8632 -1.0411
H 7.3204 -4.1766 -1.8006
H 7.0353 -2.5492 -1.2930
H 7.6038 -2.7605 -2.8817
H 4.7513 -3.6883 -2.1049
H 5.4685 -3.5126 -3.6352
H 4.5979 -1.6094 -3.6478
H 5.8084 -0.9900 -2.5075
*
```

Löwdin atomic charges, in units of e: 1.37, 0.66, -0.38, -0.35, -0.54, -0.38, -0.06, -0.44, -0.13, -0.21, -0.18, -0.52, -0.21, -0.40, -0.07, -0.03, -0.06, 0.01, 0.06, 0.07, 0.08, 0.10, 0.10, 0.10, 0.10, 0.12, 0.09, 0.07, 0.04, 0.08, 0.08, 0.06, 0.09, 0.07, 0.07, -0.09, -0.28, -0.15, -0.16, 0.11, 0.08, 0.07, 0.09, 0.10, 0.09, 0.11, 0.13, -0.08, -0.24, -0.16, -0.16, 0.11, 0.06, 0.07, 0.08, 0.10, 0.10, 0.12, 0.11, -0.10, -0.24, -0.12, -0.19, 0.15, 0.05, 0.07, 0.06, 0.11, 0.10, 0.11, 0.09, -0.07, -0.24, -0.19, -0.12, 0.08, 0.07, 0.07, 0.07, 0.11, 0.11, 0.12, 0.11, -0.10, -0.28, -0.18, -0.11, 0.11, 0.07, 0.07, 0.08, 0.11, 0.11, 0.13, 0.13

---

2.
Molecular formula: C29H53FN4PS3
Method: DFT, ωB97M-V/def2-TZVPD

Values from the calculation:
LUMO level ... -0.1425 Eh
Total energy ... -81384.7583 eV
E_HOMO ... -0.373 hartree
Orbital gap ... 6.3 eV

Geometry as ORCA input:
```
! wB97M-V def2-TZVPD RIJCOSX def2/J DEFGRID3
* xyz 1 1
C -3.2236 1.4650 0.8525
C -2.0765 0.6808 0.4256
C -2.0267 -0.4547 -0.7007
P -3.7534 -1.2046 -1.1389
C -4.4419 -2.0279 0.4619
C -5.0334 0.0827 -1.5953
C -5.3116 -0.0601 -3.2043
C -1.3164 -1.7371 0.0309
C 0.2867 -1.5033 0.2632
C 0.6938 -2.7427 1.2003
C 1.0766 -2.2522 2.7166
C -0.2043 -2.0292 3.6634
C -0.5000 -3.2155 4.7131
C -0.2960 -4.7014 4.1448
N -1.3407 -5.0499 3.0949
N 0.8612 -1.4921 -1.1238
C 2.3385 -1.7835 -1.2171
C 3.2756 -1.0896 -0.1236
C 4.7053 -1.8962 -0.1772
S 6.1729 -0.7908 -0.4263
C 0.4040 -0.3181 -1.9742
F 0.7304 -0.7773 -3.3410
C 1.3038 1.0005 -1.8200
C 1.1938 1.7647 -0.4154
C 2.1257 3.1086 -0.5658
S 3.8798 2.8506 -0.0259
C 4.0520 3.0155 1.8025
S 4.7009 1.6992 2.6447
N 3.7001 4.1982 2.6056
C 4.3121 5.5108 2.7392
C 3.5197 6.3595 3.7910
N 2.4038 5.5133 4.2667
C 2.5714 4.2806 3.5272
C -1.1765 -0.0765 -2.0407
C -1.6509 1.3931 -2.4640
C -1.6596 1.7827 -4.0088
C -1.3909 0.6371 -5.0886
C -0.6566 3.0196 -4.3923
H -3.3991 2.4752 0.3075
H -3.9650 1.1977 1.6787
H -1.0934 0.8723 1.0177
H -5.5610 -1.8364 0.5955
H -4.2962 -3.1710 0.4457
H -3.8954 -1.6170 1.3998
H -4.7754 1.1774 -1.4060
H -6.0354 -0.2187 -1.1000
H -6.1821 0.6476 -3.4275
H -5.5789 -1.1496 -3.4906
H -4.4037 0.3226 -3.8023
H -1.4943 -2.6685 -0.6386
H -1.7579 -1.9635 1.0575
H 0.4852 -0.5550 0.8737
H 1.5709 -3.3807 0.8576
H -0.1882 -3.4790 1.3615
H 1.6826 -1.2832 2.7313
H 1.7299 -3.1120 3.1375
H 0.0268 -1.0870 4.3010
H -1.1826 -1.8010 3.1178
H -1.6247 -3.1292 4.9898
H 0.0591 -3.0552 5.7122
H -0.5240 -5.4180 5.0296
H 0.7713 -4.9457 3.8151
H -1.7638 -4.1761 2.7477
H -0.7941 -5.5191 2.3537
H 0.4084 -2.3120 -1.5985
H 2.8152 -1.5786 -2.2342
H 2.4463 -2.9289 -1.0653
H 2.9293 -1.1633 0.9591
H 3.5435 0.0042 -0.3235
H 4.6619 -2.7068 -1.0057
H 4.8077 -2.4897 0.8101
H 5.9239 0.4192 0.2062
H 2.4354 0.8180 -2.0028
H 1.0294 1.7830 -2.6314
H 1.6753 1.1942 0.4728
H 0.1475 2.1681 -0.1691
H 2.0800 3.4094 -1.6780
H 1.6152 3.9723 0.0057
H 5.2296 5.8782 2.1763
H 3.7454 7.4254 4.1546
H 1.7882 3.4763 3.7536
H -1.5876 -0.8377 -2.8184
H -2.7452 1.4980 -2.0902
H -1.1008 2.2493 -1.9039
H -2.7111 2.2124 -4.2559
H -1.8002 1.0212 -6.1041
H -0.2485 0.5586 -5.2446
H -1.8960 -0.3686 -4.8953
H -1.0482 3.6489 -5.2622
H -0.6094 3.7400 -3.4810
H 0.4051 2.6225 -4.5402
*
```

Löwdin atomic charges, in units of e: -0.01, -0.16, -0.49, 0.98, -0.29, -0.43, -0.18, -0.14, -0.21, -0.13, -0.17, -0.20, -0.20, -0.28, -0.02, -0.01, -0.11, -0.21, -0.54, 0.66, -0.24, -0.03, -0.09, -0.22, -0.45, 0.83, -0.96, 0.69, -0.18, -0.05, -0.08, 0.01, -0.15, -0.17, -0.12, -0.37, -0.10, -0.09, 0.08, 0.08, 0.10, 0.05, 0.05, 0.04, 0.06, 0.09, 0.08, 0.08, 0.05, 0.14, 0.09, 0.14, 0.11, 0.10, 0.10, 0.12, 0.12, 0.09, 0.12, 0.12, 0.12, 0.10, 0.04, 0.06, 0.20, 0.16, 0.14, 0.09, 0.05, 0.09, 0.08, -0.18, 0.14, 0.11, 0.10, 0.10, 0.09, 0.10, 0.11, 0.10, 0.12, 0.13, 0.10, 0.11, 0.13, 0.10, 0.08, 0.08, 0.09, 0.08, 0.07